i) A cluster of 2 separate species, C3H6BrNO3 in total, computed with ωB97M-V/def2-TZVPD.

Element x y z (Å)
C (-1.896, -0.437, -0.515)
C (1.187, 0.279, 1.208)
C (-0.650, -1.230, -0.725)
N (1.002, 1.269, 0.407)
O (2.194, 1.570, -0.255)
O (0.031, 1.840, -0.026)
O (0.341, -1.181, -1.393)
Br (-0.560, -2.720, 0.657)
H (-2.623, -1.177, -0.837)
H (-2.027, -0.173, 0.469)
H (-1.746, 0.608, -0.861)
H (0.442, -0.100, 1.986)
H (2.146, -0.122, 1.108)
H (2.159, 1.576, -1.222)

Calculated values
total charge	0
HOMO-LUMO gap	10.1	eV
HOMO energy	-9.54	eV
SMILES	C=[N+]([O-])O.CC(=O)Br



ii) An isolated molecule of C3H6BrNO3, computed with ωB97M-V/def2-TZVPD.

Element x y z (Å)
C (0.169, -1.472, -0.787)
C (-0.103, 0.427, 1.086)
C (0.625, -0.130, -0.392)
N (-1.421, 1.056, 0.912)
O (-2.239, 0.471, 0.238)
O (-1.508, 2.146, 1.475)
O (0.446, 0.910, -1.253)
Br (2.609, -0.203, 0.181)
H (-0.025, -1.354, -1.889)
H (0.767, -2.264, -0.731)
H (-0.809, -1.702, -0.327)
H (-0.128, -0.438, 1.629)
H (0.432, 1.256, 1.624)
H (1.185, 1.296, -1.766)

Calculated values
total charge	0
HOMO-LUMO gap	10.6	eV
HOMO energy	-10.59	eV
SMILES	C[C@](O)(Br)C[N+](=O)[O-]



Which of them is the most stable, and which is the least stable? ii) and i), in that order.